Record 1
Entry from the Open Molecules 2025 dataset: a structure of composition C2H2O3Tl in a non-equilibrium geometry (the ωB97M-V functional and the def2-TZVPD basis).

XYZ file:
```
8
Properties=species:S:1:pos:R:3:forces:R:3
H -1.1173 -0.6105 -1.3492 -1.2 -0.2 1.4
O -1.6153 0.7900 0.3068 -0.3 -1.0 -0.5
O -0.4176 1.4696 -0.1449 0.3 -0.4 -0.2
C -0.9561 -0.4458 -0.2107 1.5 1.4 -1.9
C 0.2455 0.4058 -0.4529 0.0 0.9 0.6
Tl 2.6752 -0.1736 0.1431 0.6 0.0 0.0
O -0.9092 -1.4748 0.6390 -0.6 -0.4 0.6
H -0.3054 -2.1587 0.3271 -0.3 -0.2 -0.1
```
Positions in Å, forces in eV/Å.

## Properties
charge = +1
ΔE to the lowest compared entry with this formula, charge and spin = 129.2 kJ/mol
DFT total energy = -12929.15124 eV

=====

Record 2
Entry from the Open Molecules 2025 dataset: a cluster of 2 separate species, C2H2O4 in total in a non-equilibrium geometry (the ωB97M-V functional and the def2-TZVPD basis).

XYZ file:
```
8
Properties=species:S:1:pos:R:3:forces:R:3
O -0.7759 1.8070 -0.1204 0.2 0.3 -0.3
C -1.6391 1.2271 0.4001 2.6 1.7 -1.5
O -2.5053 0.7203 0.9044 -2.8 -1.7 1.6
O -0.0700 -0.7462 0.5394 -0.4 0.4 -0.5
C 0.9015 -1.0574 -0.0860 1.4 -4.1 2.3
O 1.6655 -0.3238 -0.8495 -1.8 2.3 -0.6
H 1.3566 -2.1259 0.1170 -0.6 1.8 -0.9
H 1.0666 0.4989 -0.9050 1.5 -0.7 -0.3
```
Positions in Å, forces in eV/Å.

## Properties
ΔE to the lowest compared entry with this formula, charge and spin = 24.6 kJ/mol
DFT total energy = -10296.92015 eV

=====

Record 3
Entry from the Open Molecules 2025 dataset: a cluster of 2 separate species, C2H2O4 in total in a non-equilibrium geometry (the ωB97M-V functional and the def2-TZVPD basis).

XYZ file:
```
8
Properties=species:S:1:pos:R:3:forces:R:3
O 2.6009 0.4898 0.0553 1.9 2.1 0.2
C 1.7948 -0.2981 -0.0455 0.6 0.0 0.2
O 1.0437 -1.1469 -0.1334 -1.8 -2.4 -0.2
O -0.3414 1.3317 0.1302 -0.7 -0.7 -0.5
C -0.9441 0.3832 -0.3284 1.6 1.0 0.3
O -1.8102 -0.3477 0.3203 -1.0 -1.0 0.2
H -0.7222 -0.1297 -1.2504 -0.2 0.6 -1.1
H -1.6214 -0.2824 1.2519 -0.3 0.4 0.9
```
Positions in Å, forces in eV/Å.

## Properties
ΔE to the lowest compared entry with this formula, charge and spin = 38.3 kJ/mol
DFT total energy = -10296.77857 eV

=====

| no. | HOMO-LUMO gap (eV) |
| --- | --- |
| 1 | 8.90 |
| 2 | 11.70 |
| 3 | 11.67 |